No. 1
Entry from the Open Molecules 2025 dataset: a 2-piece molecular cluster, C4H11NO2 overall at a distorted geometry (ωB97M-V/def2-TZVPD).

Structure (XYZ):
```
18
Properties=species:S:1:pos:R:3:nbo_charge:R:1
O 0.73 1.40 -0.94 -0.6419
O 0.38 2.55 -4.41 -0.9434
N 0.35 -0.75 -1.50 -0.8525
C -0.62 -0.90 1.33 -0.3968
C 0.60 0.24 -0.58 0.6858
C -0.90 -0.99 2.81 -0.6212
C 0.62 -0.03 0.94 -0.4936
H 0.45 0.99 1.28 0.2311
H -1.99 -0.85 2.94 0.2145
H 0.00 -1.66 -1.29 0.4078
H -1.47 -0.51 0.75 0.2079
H 1.24 2.12 -4.34 0.4671
H 0.27 -0.19 -2.34 0.4169
H 0.22 2.88 -3.53 0.4768
H -0.47 -0.14 3.37 0.2098
H 1.60 -0.39 1.26 0.2271
H -0.38 -1.87 0.90 0.1876
H -0.62 -1.89 3.35 0.2169
```

**SMILES string**: CCCC(N)=O.O
**Energy relative to the best compared isomer or geometry (same formula, charge and spin)**: 14.4 kcal/mol
**2S+1**: 1

=====

No. 2
Entry from the Open Molecules 2025 dataset: C5 as an isolated structure at a distorted geometry (ωB97M-V/def2-TZVPD).

Structure (XYZ):
```
5
Properties=species:S:1:pos:R:3:lowdin_charge:R:1
C 0.32 0.73 0.13 -0.0241
C -1.68 0.37 -0.06 0.1743
C 1.60 0.22 -0.01 0.0757
C 0.57 -0.73 -0.08 -0.0849
C -0.81 -0.60 0.03 -0.1410
```

**Energy relative to the best compared isomer or geometry (same formula, charge and spin)**: 54.1 kcal/mol
**2S+1**: 1

=====

No. 3
Entry from the Open Molecules 2025 dataset: a 2-piece molecular cluster, C4H11N3O2 overall (ωB97M-V/def2-TZVPD).

Structure (XYZ):
```
20
Properties=species:S:1:pos:R:3:nbo_charge:R:1
O 2.06 2.58 0.51 -0.7149
O 1.77 2.59 -1.71 -0.5784
N -2.08 -1.19 0.78 -0.6368
N -0.56 0.41 1.35 -0.8540
N -0.30 -0.66 -0.71 -0.7893
C -2.75 -2.14 -0.08 -0.4125
C 2.13 2.01 -0.73 0.7975
C 2.71 0.64 -0.63 -0.7268
C -0.97 -0.49 0.36 0.5808
H -0.68 -1.27 -1.43 0.3472
H -2.58 -1.91 -1.14 0.1922
H -0.38 -0.05 2.23 0.3807
H 1.75 3.49 0.43 0.4946
H 3.75 0.77 -0.36 0.2306
H 2.67 0.14 -1.60 0.2428
H 2.23 -0.01 0.10 0.2528
H -2.42 -3.16 0.08 0.1932
H 0.16 1.06 1.06 0.3987
H -3.83 -2.10 0.06 0.2065
H -2.67 -0.72 1.45 0.3953
```

**SMILES string**: [H]/N=C(/N)NC.CC(=O)O
**Energy relative to the best compared isomer or geometry (same formula, charge and spin)**: 12.0 kcal/mol
**2S+1**: 1

=====

No. 4
Entry from the Open Molecules 2025 dataset: C3H11I2N2O3PTaV as an isolated structure at a distorted geometry (ωB97M-V/def2-TZVPD).

Structure (XYZ):
```
24
Properties=species:S:1:pos:R:3:nbo_charge:R:1
Ta -0.77 0.88 -0.01 1.4129
I -2.33 2.90 1.02 -0.0702
I -2.89 -2.74 -0.96 0.3293
V 0.47 4.60 -0.90 1.1255
P -3.07 -0.50 -0.70 1.0793
O -4.15 -0.24 0.39 -0.9214
O -0.83 1.83 -1.85 -0.6283
O 1.17 2.56 -2.24 -0.3139
N 0.06 2.84 -1.89 0.1858
N 2.71 -0.26 0.92 -0.7851
C 0.95 -1.82 0.12 -0.4109
C 1.76 -1.30 1.29 -0.2314
C 0.34 -0.78 -0.82 -0.9392
H 1.11 -1.00 2.11 0.1790
H 0.65 1.83 0.44 -0.1742
H 1.55 -2.50 -0.48 0.2410
H 2.36 0.36 0.20 0.3368
H 0.16 -2.43 0.55 0.2078
H 2.95 0.33 1.70 0.3780
H 2.33 -2.14 1.68 0.2246
H 1.12 -0.21 -1.35 0.2888
H -0.83 0.05 1.56 -0.3346
H -0.22 -1.30 -1.59 0.2591
H -4.62 -0.99 0.81 0.5610
```

**Charge**: +2
**2S+1**: 1

=====

no.,HOMO-LUMO gap (eV),energy (eV)
1,10.7082,-9911.617
2,8.8955,-5173.163
3,9.8689,-12892.311
4,3.7401,-65114.444